Record 1
Here is an isolated ion of composition C7H12Br2N4O and charge +2 at a distorted geometry from the Open Molecules 2025 dataset. Energies are from the ωB97M-V functional and the def2-TZVPD basis.

Properties
⟨S²⟩: 2.022
Net charge: +2
Electronic energy, Eh: -5715.36757
2S+1: 3

The geometry in XYZ format:
```
26
Properties=species:S:1:pos:R:3:forces:R:3:lowdin_spin:R:1
C 1.4169 -0.3230 2.3170 1.23 3.18 0.70 0.331
C 0.5437 -2.6039 2.6963 4.73 1.80 3.91 0.209
C -1.1202 -0.0957 -0.8573 -2.57 -2.59 0.48 0.008
C 0.6927 1.4118 -1.2680 1.92 -0.73 0.16 0.007
C -1.5426 0.1465 -2.3441 0.50 0.48 -0.50 0.001
C 0.2495 1.5294 -2.6486 0.20 -0.44 -4.04 0.001
C -0.1209 1.0325 0.9922 -0.62 1.40 3.68 0.146
N 0.6013 0.1224 1.4246 -1.21 -0.66 -2.83 0.138
N -0.0848 -2.6636 1.6035 -3.34 -1.23 -2.29 0.693
N 1.3520 -1.5061 2.9365 -0.21 -3.03 0.67 0.124
N -0.5178 1.1493 -0.3544 1.47 0.49 -2.23 0.017
O -0.3715 0.3612 -3.1205 -0.25 -0.68 0.51 0.000
Br 0.7936 -3.8889 4.0638 -0.91 0.09 -0.73 0.207
Br -1.0557 2.2841 2.1832 0.78 -0.44 -0.85 0.071
H 2.1617 0.4093 2.6860 -0.46 -0.71 0.21 0.018
H -2.0025 -0.3516 -0.1328 1.22 0.70 -1.53 0.000
H -0.4516 -1.0396 -0.7331 -0.59 2.16 -0.46 0.002
H 1.3170 0.4899 -1.1411 -0.16 1.16 0.04 0.000
H 1.2124 2.3769 -1.1827 -0.08 -0.35 1.53 0.000
H -1.9913 -0.7887 -2.7158 -0.28 0.73 0.09 0.000
H -2.1061 1.1316 -2.5835 -0.24 -1.86 1.14 0.000
H -0.4714 2.3598 -2.7559 0.29 0.21 -0.05 0.000
H 1.0967 1.6616 -3.4471 -1.17 0.28 2.04 0.000
H -0.5170 -3.5554 1.2897 0.75 0.50 -0.16 0.023
H 2.0543 -1.5868 3.6919 -0.74 -0.23 -0.49 0.001
H -1.1384 1.9368 -0.5999 -0.25 -0.22 1.00 0.000
```
Positions in Å, forces in eV/Å.

Record 2
Here is C18H42CuIN6O6 as an isolated structure at a distorted geometry from the Open Molecules 2025 dataset. Energies are from the ωB97M-V functional and the def2-TZVPD basis.

Properties
⟨S²⟩: 0.758
Net charge: +1
ΔE to the lowest compared entry with this formula, charge and spin, eV: 0.294
2S+1: 2

The geometry in XYZ format:
```
74
Properties=species:S:1:pos:R:3:forces:R:3:lowdin_spin:R:1
Cu 0.8128 -0.0960 -0.0406 0.56 0.31 0.08 0.678
I 3.3532 0.8000 -0.7153 -0.96 -0.31 0.22 0.272
C -3.3879 0.1413 1.0865 -0.14 0.08 -0.13 0.000
C -2.3760 -0.9442 0.8418 -0.17 -0.29 -0.22 0.001
O -1.2528 -0.7040 0.4277 0.61 0.18 0.01 0.009
N -2.7997 -2.2078 1.0452 -0.03 0.01 0.03 0.000
C -1.9516 -3.3784 0.9186 -0.02 0.03 0.13 0.000
H -4.3864 -0.1799 0.7878 -0.01 0.04 0.02 0.000
H -3.0929 1.0020 0.4915 -0.02 0.04 0.05 0.000
H -3.4307 0.4213 2.1390 0.11 -0.05 0.03 0.000
H -3.7665 -2.3702 1.2688 -0.01 0.17 0.11 0.000
H -1.8750 -3.8701 1.8891 0.02 -0.13 -0.07 0.000
H -0.9578 -3.0733 0.5992 -0.02 0.06 -0.08 0.000
H -2.3870 -4.0671 0.1965 0.12 -0.08 -0.02 0.000
C 0.8631 -2.7320 3.5117 0.12 -0.43 0.08 0.000
C 1.6622 -2.7002 2.2290 0.24 -0.01 -0.14 0.000
O 1.5492 -1.7977 1.4161 -0.04 -0.27 -0.05 0.000
N 2.5181 -3.7305 2.0324 -0.18 0.09 0.46 0.000
C 3.3775 -3.8290 0.8680 -0.49 -0.20 -0.24 0.000
H 1.2829 -3.4189 4.2484 0.14 0.14 0.03 0.000
H -0.1385 -3.1147 3.3143 -0.09 0.29 -0.12 0.000
H 0.8216 -1.7262 3.9197 -0.16 0.02 0.00 0.000
H 2.6242 -4.3740 2.7961 0.14 -0.11 -0.11 0.000
H 3.8684 -4.7983 0.8786 0.21 0.08 0.14 0.000
H 4.0939 -3.0114 0.8201 0.06 -0.01 -0.01 0.000
H 2.7515 -3.8127 -0.0259 0.09 0.22 -0.02 0.000
C 2.4291 -2.5434 -2.9722 -0.09 0.21 -0.20 0.000
C 1.0816 -2.3153 -2.3349 0.19 -0.24 -0.25 0.003
O 0.9823 -1.8593 -1.2014 -0.20 0.02 0.17 0.013
N 0.0070 -2.6943 -3.0541 -0.15 0.20 0.02 0.003
C -1.3606 -2.4776 -2.6207 0.11 0.20 0.12 0.000
H 3.1808 -2.5542 -2.1894 0.05 -0.11 -0.03 0.000
H 2.6738 -1.7161 -3.6428 -0.08 0.10 0.12 0.000
H 2.4458 -3.4478 -3.5802 0.05 -0.10 0.15 0.000
H 0.1363 -3.0699 -3.9780 0.21 -0.01 0.04 0.000
H -1.3433 -2.0050 -1.6419 0.10 -0.11 0.05 0.000
H -1.8878 -3.4294 -2.5717 -0.14 0.06 -0.04 0.000
H -1.8666 -1.7797 -3.2897 -0.07 -0.18 -0.12 0.000
C 0.4576 4.1594 -1.1852 -0.61 0.25 -0.32 0.000
C -0.4157 3.2647 -0.3479 0.53 -0.23 0.21 0.000
O -0.0457 2.1559 -0.0001 -0.34 -0.09 0.09 0.004
N -1.6064 3.7662 0.0721 -0.26 0.41 -0.17 0.000
C -2.0817 5.1139 -0.1856 0.10 0.34 0.11 0.000
H 1.2318 3.5942 -1.6905 0.12 -0.16 0.25 0.000
H 0.8966 4.9153 -0.5317 0.12 0.01 -0.09 0.000
H -0.1453 4.6734 -1.9388 0.11 0.11 0.06 0.000
H -2.0941 3.2612 0.7927 0.18 -0.30 -0.07 0.000
H -2.3329 5.2981 -1.2309 0.01 -0.19 -0.04 0.000
H -1.3468 5.8642 0.1139 -0.03 0.00 0.01 0.000
H -2.9799 5.2821 0.4032 -0.01 -0.02 -0.01 0.000
C -0.4000 2.2523 3.2891 0.35 -0.09 0.37 0.000
C 0.8343 1.4405 2.9605 0.23 0.40 -0.16 0.002
O 0.8900 0.6748 2.0103 -0.08 -0.24 -0.07 0.010
N 1.9066 1.6232 3.7475 0.69 -0.23 0.51 0.001
C 3.1755 0.8991 3.5677 -0.58 0.57 -0.65 0.000
H -0.3476 3.2219 2.7941 -0.06 -0.10 -0.22 0.000
H -0.4478 2.4532 4.3602 -0.14 -0.07 0.00 0.000
H -1.2704 1.6867 2.9699 -0.08 0.13 -0.08 0.000
H 1.9077 2.2543 4.5288 -0.51 0.10 -0.08 0.000
H 3.6551 1.2460 2.6515 0.07 -0.14 -0.01 0.000
H 2.9818 -0.1650 3.4616 0.11 -0.07 0.15 0.000
H 3.8074 1.1457 4.4136 0.06 -0.25 0.09 0.000
C 0.8597 1.5170 -4.0529 -0.21 0.07 0.22 0.000
C -0.2568 1.1930 -3.0894 0.45 0.00 -0.25 0.000
O -0.0721 0.4406 -2.1420 -0.31 -0.13 -0.17 0.003
N -1.4640 1.7456 -3.3307 -0.61 -0.13 0.21 0.000
C -2.6167 1.3998 -2.5167 -0.23 0.08 0.03 0.000
H 1.3289 0.5847 -4.3595 0.00 -0.03 0.02 0.000
H 1.6091 2.0836 -3.4991 0.08 0.03 -0.14 0.000
H 0.5158 2.0527 -4.9355 0.08 0.11 0.03 0.000
H -1.6032 2.4598 -4.0229 0.34 -0.13 -0.22 0.000
H -3.5439 1.5282 -3.0754 0.15 0.20 -0.17 0.000
H -2.6639 2.0296 -1.6270 -0.02 -0.18 0.12 0.000
H -2.5776 0.3482 -2.2424 0.24 0.05 0.20 0.000
```
Positions in Å, forces in eV/Å.

Record 3
Here is C32H44Br2N6OPPbSSe2Te2 as an isolated structure at a distorted geometry from the Open Molecules 2025 dataset. Energies are from the ωB97M-V functional and the def2-TZVPD basis.

Properties
Net charge: +1
ΔE to the lowest compared entry with this formula, charge and spin, eV: 5.144

The geometry in XYZ format:
```
92
Properties=species:S:1:pos:R:3:forces:R:3:lowdin_charge:R:1
Pb -0.6556 -0.0667 0.2357 -0.59 0.87 -0.66 1.259
Se 3.6068 0.9119 2.1520 -0.50 0.34 0.16 -0.324
Te 5.1794 -0.9162 2.0385 0.55 -0.17 -0.20 0.076
Te 3.7617 -3.2224 2.3353 0.40 -0.21 0.31 0.301
Se 1.8886 -2.5069 0.8814 0.28 0.08 -1.09 0.386
C 4.4762 1.7220 -1.4923 0.64 -0.71 0.13 -0.043
N 3.2956 2.5324 -1.5554 -1.00 0.12 0.04 -0.106
C 3.2567 3.8808 -1.7595 -0.45 0.47 -0.14 -0.004
C 1.9633 4.2445 -1.8694 0.44 0.29 -0.01 -0.021
N 1.1856 3.1024 -1.7401 0.88 -0.14 0.21 0.018
C 2.0337 2.0531 -1.5040 0.04 -0.12 0.11 -0.636
S 1.7200 0.4335 -1.1818 -0.10 -0.76 0.23 0.623
C -0.1794 3.0422 -2.0601 -0.87 0.02 -0.35 -0.264
C -0.8806 4.2160 -2.3482 0.14 -0.20 0.01 0.007
C -2.1541 4.1084 -2.8720 0.06 -0.21 0.08 -0.028
C -2.7064 2.8491 -3.0578 0.10 0.01 0.03 -0.039
C -1.9633 1.7542 -2.6542 -0.28 0.32 -0.29 -0.157
N -0.7345 1.8422 -2.1665 0.25 0.15 0.27 0.084
H 5.3518 2.3646 -1.4979 -0.05 0.06 0.01 0.105
H 4.5113 1.0491 -2.3508 0.01 0.08 0.01 0.104
H 4.4669 1.1247 -0.5794 -0.04 0.06 0.09 0.001
H 4.1469 4.4746 -1.8064 0.12 0.09 -0.03 0.137
H 1.5514 5.2164 -2.0259 -0.06 0.15 -0.05 0.117
H -0.4491 5.1883 -2.1910 0.07 0.10 -0.02 0.108
H -2.6970 4.9992 -3.1465 -0.07 0.08 0.00 0.120
H -3.6775 2.7218 -3.5056 -0.15 -0.03 -0.01 0.114
H -2.3521 0.7503 -2.7443 -0.14 -0.08 -0.05 0.096
C -2.2123 0.5649 4.3450 -0.04 0.05 -0.02 -0.081
C -1.0908 1.5810 4.1344 -0.10 0.11 -0.55 -0.587
C 0.1949 0.7789 3.9467 0.04 0.18 -0.12 -0.104
C -0.9922 2.4867 5.3578 -0.02 0.11 -0.15 -0.061
P -1.4670 2.5672 2.5206 0.10 0.83 2.28 0.941
N -1.3610 1.7785 1.1749 0.76 -2.58 -2.42 -0.349
C -3.3329 3.1227 2.5438 0.47 -0.12 -0.14 -0.568
C -3.4912 4.0098 1.3082 0.10 0.01 -0.02 -0.096
C -4.1954 1.8740 2.3312 0.14 -0.15 0.01 -0.096
C -3.8209 3.8677 3.7781 0.21 -0.03 0.05 -0.067
C -0.2744 4.0945 2.4442 -0.24 -0.34 -0.13 -0.576
C 1.1314 3.7014 2.9052 -0.07 -0.27 -0.02 -0.093
C -0.7429 5.3231 3.2173 -0.14 -0.16 -0.02 -0.069
C -0.1418 4.4174 0.9581 -0.12 -0.09 0.02 -0.114
H -1.8928 -0.1605 5.0924 0.05 -0.02 0.06 0.097
H -2.4209 0.0186 3.4271 -0.10 -0.13 -0.05 0.070
H -3.1236 1.0269 4.7112 -0.12 0.03 -0.04 0.069
H 0.2568 0.0255 4.7315 0.02 -0.06 0.03 0.103
H 1.1002 1.3736 3.9828 0.05 0.00 -0.01 0.035
H 0.1783 0.2536 2.9927 0.14 -0.09 0.03 0.009
H -0.8333 1.8666 6.2389 0.01 -0.08 0.07 0.101
H -1.9022 3.0580 5.5108 -0.09 0.06 0.09 0.065
H -0.1627 3.1816 5.2930 0.08 0.04 0.06 0.062
H -3.0384 3.5166 0.4510 -0.01 0.07 -0.24 0.054
H -3.0324 4.9837 1.4482 0.07 0.11 -0.06 0.065
H -4.5478 4.1725 1.0981 -0.11 -0.01 0.06 0.092
H -3.6271 1.1192 1.7984 -0.13 -0.09 0.01 0.025
H -5.0683 2.1216 1.7286 -0.08 0.10 -0.04 0.087
H -4.5567 1.4523 3.2636 0.02 -0.01 0.08 0.077
H -3.2396 4.7599 3.9797 0.02 0.16 0.08 0.065
H -3.8140 3.2408 4.6656 -0.03 -0.06 0.07 0.068
H -4.8540 4.1682 3.6001 -0.08 0.05 0.00 0.099
H 1.2084 3.5735 3.9793 0.05 -0.07 0.05 0.071
H 1.8278 4.4930 2.6307 0.00 0.13 -0.06 0.097
H 1.4759 2.7902 2.4110 0.03 0.00 0.04 0.014
H -0.9058 5.1066 4.2684 -0.02 0.03 0.16 0.072
H -1.6572 5.7352 2.8006 -0.09 0.09 0.01 0.063
H 0.0212 6.0977 3.1523 0.10 0.02 -0.02 0.096
H 0.1514 3.5069 0.4459 0.05 0.06 -0.10 0.041
H 0.6298 5.1712 0.8079 0.08 0.14 0.08 0.095
H -1.0689 4.7745 0.5232 -0.11 0.07 -0.10 0.061
Br -7.7325 -1.3716 -0.9758 0.44 0.09 0.11 0.797
C -5.9238 -0.9810 -0.5619 -0.10 -0.01 -0.04 -0.657
C -5.3762 0.2481 -0.9040 -0.06 -0.19 -0.04 -0.078
C -4.0486 0.4757 -0.5910 -0.24 0.14 -0.09 -0.164
N -3.2755 -0.4209 0.0060 0.29 0.06 0.21 -0.032
C -3.8137 -1.5799 0.3583 -0.37 -0.14 0.05 -0.128
C -5.1319 -1.9111 0.0956 -0.08 0.00 -0.01 -0.070
H -5.9672 0.9966 -1.4062 -0.03 0.11 -0.01 0.111
H -3.5830 1.4258 -0.8008 -0.05 0.15 -0.01 0.087
H -3.1726 -2.2639 0.8919 0.02 -0.16 0.05 0.107
H -5.5231 -2.8696 0.3945 -0.06 -0.08 0.04 0.113
O -0.4169 -1.9834 1.9997 0.37 0.38 -0.37 -0.340
N 0.7163 -2.4295 2.2210 -1.36 0.03 0.95 -0.489
Br -2.0025 -4.8899 -4.7950 0.10 0.26 0.31 0.763
C -1.5816 -3.6014 -3.4549 -0.10 -0.35 -0.32 -0.665
C -1.1551 -2.3428 -3.8394 -0.11 -0.17 0.02 -0.104
C -0.8703 -1.3998 -2.8645 0.17 0.60 0.17 -0.133
C -1.0457 -1.7185 -1.5372 0.43 0.41 0.89 -0.232
C -1.4140 -2.9888 -1.1487 0.03 0.04 0.30 -0.139
C -1.6921 -3.9443 -2.1173 0.04 0.12 -0.10 -0.102
H -1.0434 -2.0925 -4.8836 0.03 -0.01 -0.05 0.111
H -0.5009 -0.4309 -3.1534 0.10 0.15 -0.05 0.074
H -1.4832 -3.2666 -0.1086 0.03 -0.05 0.14 0.089
H -1.9843 -4.9399 -1.8254 -0.04 -0.11 0.01 0.111
```
Positions in Å, forces in eV/Å.